One molecule with the formula C9H16FNO2 at a distorted geometry. Source: OMol25; level of theory: the ωB97M-V functional and the def2-TZVPD basis.

Frontier orbital gap in eV: 9.33
2S+1: 1
Calculated total energy in eV: -17890.1181
Relative energy (zero: lowest compared OMol25 entry of this formula, charge and spin) in kcal/mol: 11.1
Structure (SMILES): CC(=O)OC1CCN(CCF)CC1

```
29
Properties=species:S:1:pos:R:3:forces:R:3
F 4.511377 -0.753172 -0.676541 -3.4 -1.7 1.2
O -3.128276 -1.639835 -0.245388 0.3 -1.5 -0.3
O -1.948865 0.342720 -0.429544 0.6 -1.2 -1.0
N 1.381713 0.742016 0.848124 -2.5 0.4 -0.8
C 3.089252 -1.098956 -0.157992 -1.0 1.3 -0.2
C 0.174221 0.767929 -1.443282 -0.2 -1.8 -1.9
C -3.017932 -0.470315 -0.112042 2.5 2.3 -1.5
C 0.347524 -0.143134 1.434621 -0.3 0.3 -3.1
C -0.309839 -1.048770 0.343904 3.3 -2.8 -1.3
C 2.729723 0.336883 0.643835 1.7 -0.7 0.1
C -0.768408 -0.358944 -0.924900 -1.4 -1.6 0.5
C -3.975050 0.470379 0.329774 -1.5 2.4 2.2
C 0.812108 1.553701 -0.269501 -1.2 1.8 0.4
H 0.780527 -0.769411 2.108555 1.5 -1.8 2.0
H 3.027211 1.213742 -0.055017 0.9 -1.9 1.4
H 0.089569 2.404091 0.080526 0.7 -2.0 0.1
H 1.058196 0.320877 -2.135517 -2.2 0.9 1.5
H 2.252476 -1.255144 -1.132070 3.1 0.3 2.7
H 3.318337 0.274275 1.722343 -1.2 0.3 -2.9
H -0.351636 0.399721 1.979415 -1.3 1.5 0.7
H -0.629700 1.276685 -2.092536 2.0 0.2 0.7
H -3.366239 1.209189 1.114070 -2.2 -1.9 -2.0
H -1.053906 -1.909590 0.516438 1.2 1.7 0.7
H 2.993488 -2.053859 0.648928 1.0 2.5 -2.6
H -1.259851 -1.243117 -1.637678 2.0 2.5 1.1
H 0.682857 -1.606974 0.016083 -2.0 0.4 0.4
H -4.668469 -0.269879 0.772756 -0.8 1.6 0.2
H -4.340549 1.073276 -0.582178 0.2 -0.9 1.7
H 1.570148 2.235613 -0.665199 0.4 -0.5 -0.1
```
Positions in Å, forces in eV/Å.

=====

One molecule with the formula C3H5NO2. Source: OMol25; level of theory: the ωB97M-V functional and the def2-TZVPD basis.

Frontier orbital gap in eV: 11.27
2S+1: 1
Calculated total energy in eV: -8776.3544
Relative energy (zero: lowest compared OMol25 entry of this formula, charge and spin) in kcal/mol: 30.9
Structure (SMILES): [H]/N=C1/COCO1

```
11
Properties=species:S:1:pos:R:3:forces:R:3
O 0.539586 0.846399 -0.640274 0.1 -0.1 0.0
O -1.452951 0.054574 0.080135 -0.1 0.0 0.0
N 1.787822 -1.134139 -0.463176 -0.2 0.3 0.1
C -0.478250 -0.879895 0.503520 0.1 -0.2 0.1
C 0.760052 -0.441061 -0.246770 0.2 -0.3 0.1
C -0.730071 1.229892 -0.113262 -0.1 0.3 0.0
H -0.790760 -1.891099 0.249250 0.0 0.1 0.0
H -1.247405 1.859272 -0.836324 0.1 0.0 0.1
H -0.315883 -0.809647 1.590379 0.1 0.0 -0.1
H 2.496299 -0.595846 -0.961215 -0.1 0.0 0.0
H -0.568441 1.761552 0.837734 0.0 -0.1 -0.1
```
Positions in Å, forces in eV/Å.

=====

A 5-piece molecular cluster, C2H13NO4 overall at a distorted geometry. Source: OMol25; level of theory: the ωB97M-V functional and the def2-TZVPD basis.

Frontier orbital gap in eV: 8.59
2S+1: 1
Calculated total energy in eV: -11962.9672
Relative energy (zero: lowest compared OMol25 entry of this formula, charge and spin) in kcal/mol: 57.6
Structure (SMILES): C=CN.O.O.O.O

```
20
Properties=species:S:1:pos:R:3:forces:R:3
O -0.022603 -0.580757 -2.007491 1.8 -2.3 -2.5
O 1.502237 -1.968923 1.335957 -2.3 2.2 -2.5
O 2.445676 2.346529 1.269558 -1.3 -1.1 2.1
O 1.978282 2.415686 -1.778199 0.2 -1.9 -2.8
N -2.575414 -1.222137 -0.508420 0.4 -1.1 -2.2
C -1.373342 -0.142450 1.295832 1.1 0.7 0.2
C -2.458143 -0.705274 0.710292 1.2 1.0 2.7
H 2.398346 2.992119 0.608711 0.3 1.4 -2.0
H -3.292282 -0.820273 1.326946 -1.4 -0.3 1.1
H 0.231423 -0.646688 -3.038080 -0.9 0.1 3.6
H 1.561303 -2.048270 2.261214 0.1 -0.1 1.8
H 0.311118 -1.472289 -1.618854 -0.6 2.3 -1.1
H 1.563562 2.462406 1.690437 1.0 -0.4 -0.2
H -1.221473 -0.053063 2.414351 -0.9 0.2 -1.5
H -3.411458 -1.748798 -0.767649 0.5 0.4 0.5
H -0.540879 0.335859 0.717424 -0.7 -1.0 0.2
H 1.538175 1.521030 -1.657416 0.7 1.5 0.0
H 2.332629 2.319804 -2.746626 -0.9 0.5 2.8
H 0.747912 -1.261838 1.179543 2.2 -2.1 0.6
H -1.715070 -1.722673 -0.687530 -0.4 0.2 -1.0
```
Positions in Å, forces in eV/Å.

=====

C11H24CdClF2NPS2 as an isolated structure at a distorted geometry. Source: OMol25; level of theory: the ωB97M-V functional and the def2-TZVPD basis.

Frontier orbital gap in eV: 2.03
2S+1: 1
Calculated total energy in eV: -66755.6847
Relative energy (zero: lowest compared OMol25 entry of this formula, charge and spin) in kcal/mol: 0.0
Net charge: +1

```
43
Properties=species:S:1:pos:R:3:forces:R:3
Cd -1.891483 3.369124 5.876190 -0.2 1.6 1.5
Cl 0.502276 -1.940937 -4.973727 0.0 0.0 0.0
S 0.415106 1.961480 -0.519044 -0.1 0.1 -0.1
S -1.826625 0.371155 0.632143 0.1 -0.1 0.4
P 0.673765 -3.422279 -1.448267 0.0 -1.1 0.4
F 1.493785 -3.135170 -0.099521 0.0 0.3 0.0
F 0.949964 -4.983668 -1.211718 0.0 0.0 0.0
N -1.174249 2.718145 1.531356 0.5 0.3 -0.5
C 1.473896 -0.905117 -3.901878 0.1 0.3 0.2
C -0.734927 2.402080 2.916208 -0.5 -0.7 0.0
C -0.633785 -0.904413 0.183966 0.0 0.0 0.0
C 2.190074 -3.088052 -2.754927 0.5 0.4 -0.9
C -0.974778 4.133046 1.155053 0.1 0.1 0.3
C 2.513999 -1.673245 -3.084088 0.0 0.1 -0.2
C -0.788873 1.802517 0.578232 -0.1 -0.1 0.1
C 0.414803 4.723731 1.449834 0.0 0.2 -0.4
C -1.168725 -2.314931 0.422579 0.1 0.0 0.0
C -1.692497 1.501814 3.696071 0.1 -0.3 -0.4
C -1.156079 -3.213986 -0.793910 -0.6 0.3 -0.3
H 2.749888 -1.089533 -2.192145 0.1 -0.1 0.0
H -1.783863 1.851426 4.730854 0.2 -1.0 -0.8
H -1.415868 -4.256307 -0.588480 0.3 -0.1 -0.1
H -0.363614 -0.757197 -0.873893 -0.1 0.0 0.0
H -2.231495 -2.286325 0.705030 0.0 0.0 -0.1
H -1.218395 4.218129 0.098836 0.0 0.0 0.0
H 3.441865 -1.745914 -3.671294 0.0 -0.1 0.0
H 1.987496 -3.709092 -3.621341 -0.3 0.0 0.1
H 0.360796 5.498851 2.213474 0.1 -0.2 0.1
H 0.002400 -3.808711 -2.675253 0.1 -0.1 0.0
H -1.795262 -2.867983 -1.605551 0.1 0.2 0.0
H -1.729474 4.687589 1.716186 0.0 0.0 -0.1
H 1.141941 3.965699 1.733618 0.0 0.0 0.1
H -0.620546 3.355066 3.437006 0.0 0.0 -0.1
H -0.647836 -2.798451 1.246224 0.0 0.0 0.0
H 1.963309 -0.155983 -4.518340 0.0 0.0 0.0
H 0.528335 -1.987224 -1.629520 0.2 0.1 0.2
H -2.692796 1.540330 3.266700 0.0 -0.1 0.0
H 0.244671 1.919540 2.867821 0.1 0.3 0.1
H 0.793143 -0.367715 -3.237140 -0.1 -0.1 0.0
H 0.266023 -0.721929 0.769316 0.0 0.0 -0.1
H 2.955490 -3.567708 -2.132578 -0.5 0.0 0.5
H -1.328804 0.476462 3.752170 -0.2 -0.1 -0.2
H 0.806948 5.205685 0.553746 0.0 -0.1 0.0
```
Positions in Å, forces in eV/Å.